1.
{"formula": "C24H45CrN5O3SSe2Si2", "method": "the ωB97M-V functional and the def2-TZVPD basis", "elements": ["Cr", "C", "Si", "C", "C", "N", "C", "C", "C", "C", "C", "C", "N", "Si", "C", "C", "C", "H", "H", "H", "H", "H", "H", "H", "H", "H", "H", "H", "H", "H", "H", "H", "H", "H", "H", "H", "H", "H", "H", "O", "C", "C", "C", "O", "C", "Se", "C", "Se", "H", "H", "H", "H", "H", "H", "H", "H", "H", "H", "C", "N", "C", "C", "N", "C", "S", "H", "H", "H", "H", "H", "H", "C", "N", "C", "C", "O", "H", "H", "H", "H", "H", "H", "H"], "xyz": [[0.072, -0.036, -0.294], [3.388, -0.736, 3.536], [2.054, -1.236, 2.252], [0.926, -2.431, 3.213], [2.999, -2.191, 0.914], [1.266, 0.076, 1.506], [0.610, 1.068, 2.262], [0.652, 1.142, 3.653], [0.004, 2.151, 4.370], [-0.703, 3.111, 3.674], [-0.760, 3.058, 2.283], [-0.116, 2.062, 1.532], [-0.145, 1.963, 0.145], [-0.605, 3.339, -0.759], [-2.430, 3.845, -0.509], [0.432, 4.854, -0.282], [-0.377, 3.154, -2.611], [3.042, -0.906, 4.560], [3.648, 0.322, 3.463], [4.301, -1.324, 3.391], [1.009, -3.457, 2.839], [-0.119, -2.119, 3.124], [1.179, -2.438, 4.276], [4.081, -2.107, 1.053], [2.753, -1.806, -0.079], [2.740, -3.255, 0.928], [1.196, 0.380, 4.202], [0.048, 2.162, 5.454], [-1.229, 3.898, 4.203], [-1.363, 3.792, 1.764], [-2.524, 4.800, 0.022], [-2.950, 3.083, 0.081], [-2.950, 3.938, -1.468], [0.356, 5.087, 0.783], [0.114, 5.735, -0.853], [1.486, 4.662, -0.510], [-0.523, 2.119, -2.929], [0.632, 3.449, -2.914], [-1.099, 3.785, -3.143], [-2.958, -2.897, -1.557], [-3.898, -2.072, -2.222], [-4.035, -0.641, -1.675], [-5.338, -0.090, -2.281], [-6.531, -0.757, -1.851], [-2.917, 0.319, -2.143], [-1.179, -0.478, -2.665], [-4.194, -0.591, -0.140], [-2.608, -0.645, 1.058], [-2.155, -2.337, -1.521], [-4.866, -2.571, -2.140], [-3.639, -1.994, -3.287], [-5.309, -0.186, -3.370], [-5.401, 0.977, -2.037], [-6.450, -0.852, -0.895], [-2.690, 1.011, -1.333], [-3.260, 0.903, -3.003], [-4.842, -1.409, 0.195], [-4.675, 0.361, 0.107], [5.431, 0.704, -3.152], [5.020, 0.888, -1.784], [5.852, 0.969, -0.679], [5.053, 1.112, 0.394], [3.749, 1.141, -0.052], [3.707, 0.967, -1.393], [2.363, 0.867, -2.388], [6.409, 1.162, -3.302], [4.690, 1.173, -3.797], [5.481, -0.356, -3.415], [6.924, 0.920, -0.759], [5.307, 1.210, 1.431], [2.891, 0.937, 0.550], [0.032, -4.497, -1.528], [-0.306, -4.199, -0.141], [-1.362, -5.018, 0.445], [-0.287, -2.911, 0.256], [0.259, -2.019, -0.386], [-0.873, -4.515, -2.141], [0.539, -5.463, -1.583], [0.685, -3.718, -1.910], [-2.344, -4.713, 0.074], [-1.345, -4.922, 1.531], [-1.183, -6.061, 0.185], [-0.844, -2.699, 1.172]], "gap_ev": [4.44, 5.02], "spin_multiplicity": 5, "charge": -2, "s2": 6.016, "max_force_ev_per_a": 1.39}

2.
{"formula": "C24H45CuNP2Si", "method": "the ωB97M-V functional and the def2-TZVPD basis", "elements": ["P", "P", "C", "C", "H", "H", "H", "H", "C", "H", "H", "H", "C", "H", "H", "H", "C", "H", "H", "H", "C", "H", "H", "H", "Cu", "C", "C", "C", "C", "C", "C", "C", "C", "C", "H", "H", "H", "H", "H", "H", "H", "H", "H", "H", "H", "H", "H", "H", "H", "C", "Si", "C", "C", "N", "C", "C", "C", "C", "C", "C", "H", "H", "H", "H", "H", "H", "H", "H", "H", "H", "H", "H", "H", "H"], "xyz": [[0.370, -3.449, 0.553], [0.066, 3.044, -0.293], [-0.502, -2.208, -0.508], [0.030, -0.992, -1.313], [-1.358, -1.824, 0.091], [-0.740, -2.925, -1.213], [1.157, -0.642, -1.347], [-0.694, -0.202, -1.578], [-1.629, 3.382, -0.973], [-2.231, 3.508, -0.094], [-2.040, 2.497, -1.437], [-1.739, 4.230, -1.625], [1.380, 3.711, -1.426], [1.042, 4.321, -2.229], [2.055, 2.979, -1.820], [1.962, 4.253, -0.737], [-0.469, -4.932, 0.005], [-0.375, -5.766, 0.706], [-0.124, -5.270, -0.983], [-1.538, -4.718, -0.117], [2.076, -3.479, 0.039], [2.559, -2.501, 0.027], [2.213, -3.866, -0.968], [2.709, -4.089, 0.671], [0.173, 0.720, -0.450], [0.564, 1.473, -3.289], [-0.765, 1.628, -3.201], [-1.757, 0.952, -4.051], [-1.305, -0.434, -4.487], [-0.588, -1.245, -3.445], [0.750, -1.283, -3.273], [1.741, -0.542, -4.078], [1.212, 0.826, -4.485], [0.171, -2.972, 2.239], [1.257, 1.986, -2.629], [-1.133, 2.610, -2.925], [-2.141, 1.448, -4.941], [-2.625, 0.823, -3.397], [-2.143, -0.994, -4.839], [-0.750, -0.378, -5.438], [-1.337, -1.838, -2.814], [1.326, -1.910, -2.543], [2.086, -1.034, -4.978], [2.648, -0.333, -3.499], [1.971, 1.404, -4.958], [0.539, 0.755, -5.334], [0.989, -2.455, 2.758], [-0.041, -3.843, 2.876], [-0.658, -2.304, 2.403], [2.769, 0.204, 1.841], [1.442, 0.861, 2.970], [1.559, 0.089, 4.672], [1.554, 2.714, 3.104], [-0.155, 0.485, 2.231], [-1.306, 0.680, 2.881], [-2.498, 0.116, 2.364], [-3.659, 0.177, 3.032], [-3.775, 0.772, 4.343], [-2.605, 1.362, 4.875], [-1.405, 1.359, 4.126], [3.757, 0.371, 2.291], [2.762, 0.713, 0.871], [2.675, -0.869, 1.654], [2.544, 0.280, 5.108], [0.812, 0.477, 5.378], [1.403, -0.995, 4.666], [1.458, 3.174, 2.117], [0.737, 3.128, 3.697], [2.490, 3.051, 3.564], [-2.403, -0.392, 1.438], [-4.578, -0.275, 2.643], [-4.734, 0.720, 4.946], [-2.654, 1.796, 5.909], [-0.553, 1.880, 4.628]], "gap_ev": [4.79, 4.75], "spin_multiplicity": 2, "s2": 0.759, "max_force_ev_per_a": 4.62}

3.
{"formula": "C24H45DyF5OP2Te", "method": "the ωB97M-V functional and the def2-TZVPD basis", "elements": ["Dy", "C", "C", "C", "C", "C", "C", "H", "H", "H", "C", "H", "H", "H", "C", "H", "H", "H", "C", "H", "H", "H", "C", "H", "H", "H", "C", "C", "C", "C", "C", "C", "C", "C", "H", "H", "H", "H", "H", "H", "H", "H", "H", "H", "H", "H", "P", "C", "H", "H", "H", "C", "H", "H", "H", "C", "H", "H", "H", "P", "C", "H", "H", "H", "C", "H", "H", "H", "C", "H", "H", "H", "F", "Te", "F", "F", "F", "F", "O"], "xyz": [[0.993, 0.372, 0.197], [2.211, -2.312, -0.867], [3.010, -1.227, -0.365], [2.203, -2.455, 1.433], [1.779, -3.092, 0.236], [2.965, -1.300, 1.079], [1.984, -2.654, -2.293], [2.181, -1.807, -2.960], [0.941, -2.965, -2.461], [2.628, -3.489, -2.617], [1.044, -4.374, 0.159], [0.782, -4.616, -0.878], [0.122, -4.331, 0.757], [1.664, -5.191, 0.558], [1.962, -2.929, 2.811], [2.809, -3.523, 3.187], [1.060, -3.549, 2.858], [1.821, -2.088, 3.498], [3.563, -0.322, 2.030], [4.665, -0.293, 1.983], [3.293, -0.577, 3.064], [3.217, 0.722, 1.852], [3.901, -0.367, -1.191], [4.829, -0.888, -1.486], [4.201, 0.540, -0.654], [3.402, -0.066, -2.124], [-0.750, 1.281, -1.195], [0.315, 0.788, -1.941], [1.238, 1.685, -2.733], [2.255, 2.545, -1.934], [2.232, 2.364, -0.420], [1.146, 2.790, 0.339], [0.044, 3.598, -0.327], [-1.059, 2.748, -0.997], [0.637, 2.364, -3.362], [2.095, 3.606, -2.208], [1.789, 1.045, -3.445], [-1.318, 3.228, -1.957], [-1.618, 0.628, -1.027], [0.302, -0.279, -2.241], [-1.971, 2.823, -0.379], [-0.428, 4.248, 0.427], [1.261, 2.974, 1.420], [0.455, 4.299, -1.080], [3.268, 2.314, -2.310], [3.236, 2.289, 0.031], [-2.487, -1.309, -2.994], [-2.871, -3.112, -3.134], [-3.795, -3.263, -3.716], [-2.988, -3.533, -2.127], [-2.039, -3.619, -3.643], [-4.180, -0.815, -2.448], [-4.930, -1.287, -3.100], [-4.278, 0.276, -2.516], [-4.335, -1.128, -1.408], [-2.786, -0.953, -4.789], [-2.809, 0.134, -4.956], [-3.741, -1.395, -5.110], [-1.970, -1.381, -5.386], [-1.212, 2.388, 3.252], [0.062, 2.984, 4.421], [-0.253, 3.930, 4.871], [1.001, 3.140, 3.875], [0.224, 2.224, 5.195], [-2.081, 3.947, 2.858], [-1.375, 4.717, 2.520], [-2.615, 4.275, 3.757], [-2.801, 3.739, 2.055], [-2.414, 1.637, 4.394], [-2.845, 2.436, 5.008], [-1.911, 0.896, 5.028], [-3.202, 1.146, 3.809], [-0.959, -0.795, 3.245], [-1.961, -1.510, 1.708], [-2.762, 0.198, 1.260], [-2.777, -2.290, 0.155], [-1.212, -3.242, 2.071], [-3.542, -1.977, 2.752], [-0.516, -1.016, 0.629]], "gap_ev": [5.42, 5.77], "spin_multiplicity": 6, "charge": 1, "s2": 9.531, "max_force_ev_per_a": 7.21}